This record from the Open Molecules 2025 dataset describes C47H40Cl2FN4O7Rb as an isolated structure in a non-equilibrium geometry. The level of theory is ωB97M-V with the def2-TZVPD basis set.

Output
Multiplicity: 1
Total charge: -2
Energy (a.u.): -3605.3503
ΔE to the lowest compared entry with this formula, charge and spin (eV): 0.632
HOMO (eV): -3.016
Lowest unoccupied orbital energy (Ha): 0.131

The geometry in XYZ format:
```
102
C47H40Cl2FN4O7Rb ωB97M-V with the def2-TZVPD basis set
Rb -0.3020 -0.5282 -0.1187
N 0.6723 1.0204 2.8515
C 1.8748 0.5310 3.2486
C 2.1962 0.2344 4.5612
C 3.4704 -0.2512 4.9035
C 4.4469 -0.4486 3.9657
C 4.1514 -0.1841 2.6045
C 5.0772 -0.3673 1.5514
C 4.7087 -0.0982 0.2652
C 3.3929 0.3482 0.0103
N 2.5141 0.5231 0.9588
C 2.8714 0.2805 2.2402
H 0.0452 1.3437 3.5681
H 0.5968 1.5010 1.9428
H 1.4568 0.3978 5.3370
H 3.6782 -0.4664 5.9460
H 5.4272 -0.8205 4.2393
H 6.0745 -0.7258 1.7836
H 5.3997 -0.2318 -0.5573
H 3.0548 0.5765 -0.9964
C -4.8985 2.2431 -6.1165
C -5.0198 0.7841 -5.6830
C -5.2224 -0.1767 -6.8486
C -3.9896 -0.2077 -7.7425
C -2.7450 -0.4456 -6.9257
C -1.6033 -0.9582 -7.5050
C -0.4663 -1.1624 -6.7351
F 0.6359 -1.6631 -7.3533
C -0.4338 -0.8857 -5.3984
C -1.5785 -0.3690 -4.7854
C -1.5240 -0.1016 -3.3165
O -0.5006 -0.3909 -2.7073
C -2.7210 0.5190 -2.7702
C -3.7668 0.7235 -3.5993
N -3.8459 0.3720 -4.9194
C -2.7306 -0.1443 -5.5482
C -2.9633 1.0449 -1.3229
O -3.4765 2.1769 -1.2937
O -2.7046 0.2632 -0.3862
H -5.7805 2.5515 -6.6828
H -4.0137 2.3946 -6.7362
H -4.8028 2.8864 -5.2417
H -5.8710 0.6902 -5.0053
H -6.1064 0.1236 -7.4150
H -5.4081 -1.1756 -6.4461
H -3.9033 0.7394 -8.2845
H -4.0865 -0.9885 -8.4997
H -1.5831 -1.2070 -8.5595
H 0.4435 -1.0572 -4.7894
H -4.6419 1.2306 -3.2104
Cl 4.2256 3.4285 1.3592
C 3.4787 3.7856 2.8774
C 4.1451 3.3904 4.0255
C 3.5584 3.5799 5.2644
C 2.3064 4.1620 5.3517
C 1.6607 4.5639 4.1940
Cl 0.0848 5.2810 4.3408
C 2.2158 4.4014 2.9194
N 1.4711 4.7551 1.7885
C 1.9998 5.5074 0.7466
C 3.0136 6.4387 0.9774
C 3.5528 7.1799 -0.0618
C 3.0779 7.0118 -1.3516
C 2.0404 6.1119 -1.5733
C 1.4704 5.3615 -0.5544
C 0.2927 4.4622 -0.8510
C 0.4881 2.9649 -0.4972
O 0.9314 2.2087 -1.3643
O 0.1537 2.6609 0.6931
H 5.0980 2.8884 3.9299
H 4.0650 3.2425 6.1590
H 1.8176 4.3043 6.3055
H 0.7958 4.0108 1.5009
H 3.3929 6.5617 1.9855
H 4.3512 7.8840 0.1428
H 3.4989 7.5747 -2.1756
H 1.6497 5.9810 -2.5763
H 0.0617 4.5262 -1.9131
H -0.5778 4.8129 -0.2889
C -5.0162 -4.1881 4.5191
C -3.7977 -4.2464 3.6339
C -3.7185 -5.1471 2.5802
C -2.6086 -5.1931 1.7421
C -2.5556 -6.1906 0.6150
C -1.5513 -4.3037 1.9477
C -1.6184 -3.3831 2.9966
C -0.5071 -2.3964 3.2402
C -2.7327 -3.3779 3.8307
C -0.3228 -4.3436 1.0316
O 0.3233 -5.4092 1.0361
O -0.1185 -3.3052 0.3610
H -5.5993 -5.1081 4.4462
H -5.6705 -3.3584 4.2379
H -4.7403 -4.0443 5.5660
H -4.5404 -5.8376 2.4066
H -3.4480 -6.8204 0.6114
H -1.6621 -6.8083 0.7009
H -2.4885 -5.6785 -0.3478
H 0.4723 -2.8473 3.0775
H -0.5499 -2.0123 4.2620
H -0.5730 -1.5414 2.5649
H -2.7709 -2.6655 4.6508
```


This record from the Open Molecules 2025 dataset describes a 9-piece molecular cluster, C40H102N8O17 overall in a non-equilibrium geometry. The level of theory is ωB97M-V with the def2-TZVPD basis set.

Output
Multiplicity: 2
Total charge: +1
Energy (a.u.): -3301.3674
HOMO (spin up / spin down) (eV): -9.741 / -9.741
Lowest unoccupied orbital energy (spin up / spin down) (Ha): -0.109 / -0.292

The geometry in XYZ format:
```
167
C40H102N8O17 ωB97M-V with the def2-TZVPD basis set
C -0.1687 -0.2012 -0.0863
C -0.0118 -0.5846 1.4296
O 1.1980 -0.0404 2.0295
H 0.7706 -0.2388 -0.6381
H -0.7951 0.6443 -0.3707
H -0.6453 -1.0978 -0.4826
H -0.0111 -1.6731 1.4862
H -0.8707 -0.1655 1.9538
H 1.4307 -0.4323 2.8744
C -6.8327 0.5634 -9.5413
O -6.0028 0.8311 -8.5204
C -4.6360 0.5379 -8.7755
C -3.8437 0.9522 -7.4690
N -2.4370 0.6222 -7.6611
C -1.4643 1.1815 -6.6954
C -1.3993 0.4143 -5.3792
O -2.0982 1.0789 -4.2773
C -2.1610 0.2464 -3.1680
H -6.5123 1.1297 -10.4159
H -7.8562 0.8388 -9.2871
H -6.9647 -0.4932 -9.7744
H -4.3023 1.2125 -9.5640
H -4.4795 -0.5361 -8.8762
H -4.2988 0.3693 -6.6682
H -4.0022 2.0028 -7.2256
H -2.3001 -0.3607 -7.8491
H -1.7451 2.2313 -6.6099
H -0.4563 1.2271 -7.1077
H -0.3967 0.1165 -5.0723
H -1.9712 -0.5071 -5.4892
H -1.2065 -0.2066 -2.9002
H -2.9006 -0.5511 -3.0967
H -2.3707 0.7550 -2.2270
C 2.7636 7.5128 0.1822
O 3.5282 6.5402 -0.5914
C 3.6753 5.3342 0.1942
C 4.1128 4.1962 -0.7499
N 3.5131 2.9196 -0.3977
C 3.9155 2.3959 0.9359
C 5.3596 2.2490 1.1885
O 5.7004 1.8860 2.5231
C 5.5929 0.5267 2.8292
H 3.3468 7.9506 0.9924
H 1.8159 7.1781 0.6040
H 2.5818 8.2688 -0.5817
H 2.7994 5.0822 0.7920
H 4.5212 5.5980 0.8289
H 5.1958 4.0789 -0.7884
H 3.7548 4.4113 -1.7567
H 3.7873 2.3175 -1.1609
H 3.4661 1.4050 0.9997
H 3.4249 2.8956 1.7712
H 5.7242 3.2761 1.1715
H 5.8860 1.5462 0.5427
H 6.1068 -0.0408 2.0533
H 4.6194 0.0751 3.0202
H 6.2114 0.3479 3.7088
C 5.3604 -10.6113 -1.9562
O 5.3288 -9.3524 -1.2423
C 6.4989 -8.9343 -0.6671
C 6.3087 -7.9102 0.4948
N 5.6107 -6.7059 -0.0645
C 5.0114 -5.8397 0.9586
C 4.4155 -4.4784 0.4829
O 3.1827 -4.7554 -0.1737
C 2.2377 -3.6738 -0.2348
H 5.7100 -11.3921 -1.2807
H 6.0337 -10.4740 -2.8023
H 4.3651 -10.8534 -2.3288
H 7.1538 -8.5640 -1.4557
H 7.0677 -9.7676 -0.2545
H 7.2680 -7.6302 0.9300
H 5.6570 -8.4167 1.2068
H 4.9961 -7.2204 -0.6790
H 5.8619 -5.6458 1.6122
H 4.3000 -6.3835 1.5800
H 5.0240 -3.9620 -0.2596
H 4.2359 -3.8290 1.3397
H 1.9294 -3.4796 0.7925
H 1.3822 -3.9580 -0.8474
H 2.7474 -2.8154 -0.6723
C -1.5393 3.8189 1.5388
O -2.4109 3.0162 2.2180
C -1.7980 2.5736 3.4599
C -2.8319 2.1227 4.5271
N -3.7651 3.1324 4.8830
C -3.0821 4.3526 5.5293
C -3.9404 5.2892 6.4085
O -4.7850 5.9867 5.5605
C -5.5094 6.9844 6.1797
H -1.8814 4.0280 0.5252
H -0.5248 3.4234 1.4887
H -1.4818 4.7925 2.0257
H -1.1644 3.3469 3.8943
H -1.1867 1.6774 3.3546
H -2.2753 1.6901 5.3585
H -3.3257 1.2349 4.1317
H -4.1640 3.5354 4.0472
H -2.7428 5.0050 4.7247
H -2.2284 4.0079 6.1127
H -3.2178 5.9169 6.9299
H -4.4198 4.6784 7.1735
H -4.9022 7.7317 6.6905
H -6.3097 6.5648 6.7892
H -5.9454 7.5172 5.3347
C 9.1246 -1.0786 -2.0931
O 8.6289 -0.7549 -0.7754
C 7.3811 -0.2351 -0.6850
C 6.3331 -1.2226 -0.8966
N 4.9313 -0.7538 -1.0633
C 4.4516 -1.0966 -2.4127
C 3.1522 -0.2741 -2.7516
O 3.3007 1.0971 -2.7707
C 2.0681 1.8270 -2.7528
H 9.5937 -2.0568 -2.1986
H 9.7894 -0.3558 -2.5660
H 8.2561 -1.2007 -2.7403
H 7.4335 0.6547 -1.3124
H 7.3252 0.0692 0.3602
H 6.3079 -1.6490 0.1062
H 6.6048 -1.9661 -1.6460
H 4.9544 0.2533 -1.1350
H 4.2771 -2.1718 -2.4530
H 5.2369 -0.9653 -3.1572
H 2.3226 -0.6460 -2.1504
H 3.0102 -0.5980 -3.7826
H 1.2681 1.4511 -3.3907
H 2.2991 2.8655 -2.9897
H 1.6942 1.8648 -1.7297
C -3.8449 -0.9746 1.6450
O -5.0874 -0.2585 1.7738
C -5.1004 1.0743 1.4115
C -6.2746 1.8382 2.0081
N -7.5230 1.1595 1.5784
C -8.4075 1.0537 2.7985
C -9.7527 0.5993 2.2742
O -10.6325 0.5839 3.4419
C -11.9116 0.1336 3.0648
H -3.3949 -0.9914 0.6524
H -4.0350 -1.8921 2.2020
H -2.9963 -0.4221 2.0484
H -5.0129 1.2467 0.3388
H -4.1873 1.4813 1.8460
H -6.2788 2.9240 1.9128
H -6.1389 1.5252 3.0433
H -7.3599 0.1685 1.4715
H -8.5853 1.9552 3.3848
H -7.9682 0.3635 3.5188
H -9.6694 -0.4388 1.9523
H -10.2021 1.1639 1.4573
H -11.9584 -0.7899 2.4878
H -12.4517 0.9017 2.5112
H -12.3863 0.0031 4.0372
C -1.9244 -4.9745 -2.5724
N -2.1970 -3.7009 -1.8948
O -1.2786 -3.3030 -1.1558
O -3.2449 -3.0722 -2.0323
H -0.9759 -4.8247 -3.0880
H -2.7209 -5.2748 -3.2533
H -1.8034 -5.5685 -1.6665
C 0.5536 -1.4409 6.8585
N 0.4836 -0.8783 5.4058
O -0.2900 -0.0056 5.2080
O 1.3299 -1.2844 4.5974
H -0.2167 -2.2106 6.9060
H 0.2353 -0.6679 7.5580
H 1.5481 -1.8508 7.0346
```


This record from the Open Molecules 2025 dataset describes a 6-piece molecular cluster, C26H55NO6PS overall in a non-equilibrium geometry. The level of theory is ωB97M-V with the def2-TZVPD basis set.

Output
Multiplicity: 1
Total charge: -1
Energy (a.u.): -2269.3334
HOMO (eV): -3.563
Lowest unoccupied orbital energy (Ha): 0.072

The geometry in XYZ format:
```
90
C26H55NO6PS ωB97M-V with the def2-TZVPD basis set
C 3.1896 1.5359 -3.8762
O 3.4304 2.6372 -3.0452
C 2.7889 3.8241 -3.4847
C 1.2903 3.8733 -3.1762
C 0.6262 4.9087 -4.0513
C -0.8807 5.0186 -3.9028
C -1.6443 3.7915 -4.4123
N -1.4948 2.5581 -3.6595
P -2.4191 2.4694 -2.3676
S -1.9401 3.4117 -0.6817
H 3.9373 0.7793 -3.6652
H 3.2324 1.7949 -4.9349
H 2.2132 1.0951 -3.6859
H 3.2896 4.6817 -3.0513
H 2.8887 3.8832 -4.5706
H 0.8957 2.8844 -3.3476
H 1.1588 4.0978 -2.1251
H 1.0352 5.8782 -3.7576
H 0.8980 4.7902 -5.0950
H -1.1674 5.2966 -2.8990
H -1.1863 5.8481 -4.5482
H -1.2314 3.6014 -5.4072
H -2.6947 4.0773 -4.5844
H -2.4534 1.0973 -2.0595
H -3.7603 2.7732 -2.7305
C -3.4178 2.0407 3.7704
C -4.7829 1.6077 4.2972
C -5.6428 1.7092 3.0450
O -4.7879 1.4290 1.9413
C -3.4150 1.4381 2.3734
H -2.5817 1.6968 4.3790
H -3.3709 3.1320 3.7087
H -4.7378 0.5709 4.6413
H -5.1551 2.2238 5.1164
H -6.0453 2.7225 2.9256
H -6.4769 1.0036 3.0450
H -3.0537 0.4078 2.3837
H -2.8063 2.0021 1.6649
C -5.8276 7.1211 6.2154
C -4.4998 6.3909 6.3833
C -4.9596 4.9547 6.5896
O -6.1797 4.8084 5.8543
C -6.6452 6.0962 5.4428
H -5.7436 8.0734 5.6941
H -6.2804 7.3056 7.1930
H -3.9119 6.4682 5.4666
H -3.8939 6.7628 7.2084
H -5.1710 4.7497 7.6454
H -4.2327 4.2251 6.2315
H -6.4868 6.1930 4.3639
H -7.7150 6.1693 5.6434
C -0.9659 -2.1801 0.0870
C -0.0947 -2.8208 1.1600
C -0.4360 -1.9764 2.3800
O -1.7905 -1.5486 2.2132
C -2.2190 -1.8241 0.8740
H -1.1701 -2.8330 -0.7599
H -0.4887 -1.2727 -0.2894
H -0.4026 -3.8583 1.3225
H 0.9625 -2.8143 0.9223
H 0.2008 -1.0863 2.4322
H -0.3442 -2.5236 3.3208
H -2.9248 -2.6629 0.9033
H -2.7356 -0.9499 0.4766
C 3.2245 -5.1890 -2.2850
C 3.2713 -3.8359 -2.9894
C 2.0462 -3.1410 -2.4101
O 1.8815 -3.6565 -1.0840
C 2.7218 -4.7984 -0.9030
H 4.1826 -5.7053 -2.2552
H 2.4987 -5.8409 -2.7787
H 4.1789 -3.2987 -2.7050
H 3.2429 -3.9033 -4.0759
H 1.1452 -3.3743 -2.9870
H 2.1525 -2.0575 -2.3618
H 3.5525 -4.5172 -0.2454
H 2.1498 -5.5911 -0.4176
C 7.3616 -8.8531 -0.9393
C 8.0602 -8.4367 -2.2304
C 7.0078 -7.5462 -2.8767
O 6.2822 -6.9362 -1.8064
C 6.6091 -7.5814 -0.5729
H 8.0429 -9.1801 -0.1555
H 6.6574 -9.6637 -1.1394
H 8.9559 -7.8556 -2.0003
H 8.3511 -9.2734 -2.8636
H 6.3074 -8.1327 -3.4812
H 7.4387 -6.7672 -3.5060
H 7.2363 -6.9046 0.0170
H 5.6917 -7.7750 -0.0164
```


Question: What is the formula in the third record?
Answer: C26H55NO6PS


Question: Which of these has the highest multiplicity?
Answer: C40H102N8O17


Question: Number 2 is which compound?
Answer: C40H102N8O17